Formula: C32H40K2N8O4S
Source: OMol25
Level of theory: ωB97M-V with the def2-TZVPD basis set

Computed properties:
Frontier orbital gap, eV: 6.82
HOMO energy, eV: -7.89
Energy relative to the best compared isomer or geometry (same formula, charge and spin), kJ/mol: 19.0
E, eV: -97432.50067
Max |F|, eV/A: 1.345

Last column: Löwdin charge in e.
Atoms and positions in Å:
O -0.0236 -0.3858 -1.1231  -0.447
C -0.6483 2.4414 5.4731  -0.108
N -0.6820 1.7640 3.3600  0.021
C -0.2112 -3.3650 -4.8594  -0.103
N 0.1171 2.3084 -3.1185  0.005
C 0.8099 3.1497 -3.9585  -0.149
H -3.3169 6.4468 1.2456  0.091
C -4.8586 -1.5838 -0.7255  -0.117
C -0.6805 2.8738 4.1748  -0.154
H -2.2658 6.4562 -1.3078  0.093
H 4.4669 -0.0704 0.1880  0.113
H -3.1373 0.8412 0.7340  0.098
H -2.2123 3.0703 -5.2519  0.091
C -0.6788 -4.6304 2.8403  -0.098
C -0.6448 1.0155 5.4465  -0.105
H -0.3700 -4.3820 -5.1790  0.092
C 3.2678 -2.1311 4.9534  -0.108
N -1.6836 3.7691 0.4174  0.015
H -0.6212 -1.6278 1.4309  0.078
O 1.4151 1.5577 -0.7012  -0.510
H -0.2771 -5.5263 3.2815  0.091
H 0.7084 -2.3049 -6.6072  0.092
C 4.5830 -1.7560 -2.6542  -0.110
N 3.4630 -0.1167 -1.6726  0.014
H 4.3657 -2.4249 1.8363  0.092
H 1.8626 3.3176 -3.8009  0.102
C -2.1791 5.6981 -0.5478  -0.106
C -2.4172 4.4756 1.3287  -0.139
H -5.7418 -0.0814 0.6436  0.088
H -0.6511 1.6642 2.3520  0.063
N 2.8474 -1.3644 2.9150  0.013
H -2.8991 -2.6507 1.6973  0.136
C 0.3499 -2.2874 -5.5925  -0.096
C -0.0458 3.5751 -4.9300  -0.111
K 1.8591 3.6123 0.7813  0.900
H -0.6597 3.0603 6.3551  0.088
H -0.6636 -0.3525 3.7195  0.103
H 0.5766 -0.1638 -4.9778  0.111
H -0.6882 3.8612 3.7423  0.089
H 1.1567 -3.4490 2.3209  0.081
H -5.7078 -2.1900 -0.9940  0.088
C -0.5603 -2.8854 -3.6189  -0.177
H 3.1965 -2.1978 6.0259  0.088
S 0.6085 0.4630 -0.0927  0.275
H 2.3777 -0.9237 2.1304  0.072
H -0.6774 0.3662 6.3040  0.093
H -1.0106 -3.4029 -2.7859  0.096
C -4.8631 -0.4583 0.1481  -0.107
C -2.0012 -4.3235 2.6276  -0.128
H 0.1969 4.2647 -5.7213  0.089
H -2.9184 -4.8455 2.8393  0.107
C -2.7343 5.6833 0.7570  -0.105
N -2.0634 -3.0831 2.0570  0.029
N -0.2316 -1.5519 -3.5778  0.013
C 3.9050 -2.2319 2.7900  -0.145
C -1.5499 4.5025 -0.7376  -0.136
C 0.0801 -3.5352 2.3473  -0.111
H 0.5258 1.8820 -2.2980  0.069
H -1.8530 1.5405 -3.0349  0.115
C -3.5718 -0.0080 0.2350  -0.135
H 5.9310 -2.1059 -0.8906  0.094
O -0.4293 1.1068 0.7373  -0.377
H 4.9226 -2.4699 -3.3870  0.095
C -0.8037 -2.5768 1.9065  -0.149
N -2.8039 -0.7968 -0.5725  0.017
C -3.5760 -1.7654 -1.1567  -0.139
H -1.0214 4.1156 -1.5948  0.094
C -1.3047 2.9529 -4.6851  -0.101
C 4.1811 -2.7127 4.0508  -0.122
H -0.3126 -0.9324 -2.7804  0.072
C 0.3397 -1.1948 -4.7640  -0.143
C 2.4327 -1.3308 4.2079  -0.135
C -1.1608 2.1716 -3.5700  -0.153
H -1.3101 2.8395 0.5683  0.079
H -2.6031 4.0779 2.3120  0.100
C 4.4287 -0.5218 -0.7899  -0.140
H 5.0125 -3.3531 4.3014  0.086
H -1.8032 -0.6908 -0.6578  0.072
C 3.5262 -0.8853 -2.7990  -0.164
H 1.6184 -0.7054 4.5330  0.088
H -3.0788 -2.4495 -1.8242  0.093
K 1.4648 -2.6573 -1.0322  0.803
H 2.9272 -0.7615 -3.6866  0.104
O 1.4518 -0.4282 0.7157  -0.402
C -0.6704 0.6459 4.1299  -0.148
C 5.1363 -1.5514 -1.3596  -0.102
H 2.7658 0.6099 -1.5425  0.088

Formula: C70H48AsI4N4PPd
Source: OMol25
Level of theory: ωB97M-V with the def2-TZVPD basis set

Computed properties:
Frontier orbital gap, eV: 5.03
HOMO energy, eV: -6.61
Energy relative to the best compared isomer or geometry (same formula, charge and spin), kJ/mol: 20.8
E, eV: -185340.84738
Max |F|, eV/A: 1.652

Last column: Löwdin charge in e.
Atoms and positions in Å:
C -5.4790 -0.0736 0.1042  -0.039
H 2.3764 -1.2895 1.8064  0.045
C 3.6913 0.4740 -1.2282  -0.013
C 0.6726 -4.9202 2.0342  -0.146
C 2.6837 1.3528 -0.7539  -0.227
C 0.0059 4.5621 0.3260  -0.214
H 0.5800 -2.1471 -0.4925  0.066
C 5.2975 2.9830 -0.3139  -0.026
C -1.5214 7.2796 0.9142  -0.035
H -1.8127 -2.4194 -0.4071  0.100
C 1.2364 -1.5759 -4.0072  -0.185
C 2.6825 -4.3521 -1.5774  -0.103
C 2.1878 -1.0656 -4.8948  -0.025
H 3.1759 5.1738 1.0022  0.116
C 0.6788 -0.8555 3.5888  -0.094
C -2.3443 -2.1581 0.4993  -0.103
P -0.2463 -0.3776 0.9537  1.071
H 5.1529 2.8632 -1.3780  0.124
C -4.2127 -2.4921 1.9700  -0.106
C -3.3213 1.9296 -0.4769  -0.221
C 0.8033 -2.8905 -4.1706  -0.053
C 2.8811 2.4810 0.0710  -0.056
H 0.4707 -4.9618 0.9701  0.102
H 1.4591 -4.9304 5.7980  0.101
C -0.6475 -0.5251 -2.8047  -0.225
C -2.8937 7.7865 -1.4456  -0.139
H 2.5256 -0.0457 -4.7754  0.127
H 3.5617 -1.1571 -2.6847  0.111
C 2.6846 -1.8365 -5.9237  -0.135
H 2.3192 -8.1009 -0.7798  0.103
H -2.8012 5.6866 -1.7681  0.127
C 6.6968 3.5784 1.5278  -0.709
C -1.8615 8.5774 0.5751  -0.147
C 0.7288 -0.6875 -2.9562  -0.058
C 1.1897 -0.4462 4.8066  -0.073
H 2.7651 -3.2958 -1.8033  0.084
N 0.5701 3.3290 0.1214  -0.013
N -2.1074 2.5487 -0.3684  -0.001
H -7.1388 -0.8289 1.2188  0.097
C 5.6580 3.3553 2.4131  -0.141
C -2.5641 -0.8229 2.4866  -0.087
C -2.5407 6.4972 -1.1048  -0.018
H 0.2560 -2.7227 1.1581  0.043
H -4.2817 -1.2249 3.6899  0.104
H 2.5421 -4.9398 -3.6285  0.078
H -0.6250 -5.9663 4.9650  0.101
C 4.2319 2.7809 0.5587  -0.204
N -1.2569 0.3345 -1.9346  -0.007
C 0.0604 -5.4965 4.2768  -0.087
H -5.1213 -3.0193 2.2187  0.103
H 4.7198 0.4733 -0.9297  0.114
C 2.5472 -5.2727 -2.6034  -0.086
As 3.1718 -3.5781 1.2457  1.316
I -2.9272 10.8271 -1.1828  0.828
C 1.9093 3.4413 0.3568  -0.237
C 1.2718 -3.6548 -5.2239  -0.174
H -3.8064 -1.3689 -3.1513  0.099
C 1.7148 -0.0199 -2.1765  -0.248
H -3.4483 7.9720 -2.3534  0.097
H 1.4555 -1.1883 5.5433  0.101
H 1.7608 1.2131 6.0344  0.101
C 2.2025 4.7928 0.7548  0.017
H -2.1902 -0.0482 3.1419  0.105
C -1.6615 -1.2968 -3.4718  0.006
N 1.4914 1.0194 -1.3311  -0.011
H -5.3849 2.5948 0.0291  0.113
H 5.7999 3.5008 3.4717  0.095
H 3.4302 -1.4303 -6.5879  0.096
C 2.2146 -1.8515 0.8807  -0.410
C -0.2198 -5.4911 2.9208  -0.074
C 1.8541 -4.3427 2.4856  -0.433
C -7.4550 -0.9520 -0.9015  -0.705
H -4.1755 4.8897 0.6794  0.117
C 2.4405 -7.0523 -1.0096  -0.083
H -1.1220 -5.9475 2.5404  0.105
C 0.5038 1.4396 2.9101  -0.099
Pd -0.3212 1.7106 -0.7404  0.935
H 0.2204 2.1769 2.1679  0.074
H -5.3449 0.1902 -3.2607  0.121
C -1.8435 -1.1714 1.3477  -0.353
C -6.7319 -0.6384 0.2367  -0.140
C 2.1183 -4.3432 3.8505  -0.137
C 2.6240 -6.1373 0.0087  -0.138
C -1.8182 6.2195 0.0603  -0.184
C 2.4195 -6.6209 -2.3246  -0.084
C -3.7399 -1.4839 2.7936  -0.096
C -4.3356 2.8114 -0.0152  0.013
C -2.8494 -0.9523 -2.9215  0.002
C 0.9997 1.8461 4.1365  -0.086
H 0.9142 -4.6633 -5.3623  0.098
H -7.5258 -0.8963 -3.0421  0.094
C -3.7215 3.9915 0.3081  0.001
C 4.4295 2.9563 1.9272  -0.022
I 2.8962 -4.2968 -7.7149  0.835
C -3.5655 0.7377 -1.1986  -0.051
C 3.0912 -0.3693 -2.1292  -0.030
H 0.5310 -1.9089 3.3998  0.102
H -4.8996 0.1611 0.9843  0.111
H -3.8779 -3.6011 0.1681  0.107
C 2.7311 -4.7712 -0.2552  -0.417
H 2.7579 -1.3165 0.1009  0.024
C -5.7012 -0.0842 -2.2791  -0.033
H 0.1214 -3.3314 -3.4557  0.124
I 8.5570 4.2816 2.2521  0.829
H 2.3059 -7.3312 -3.1291  0.102
C -2.3351 3.8133 0.0721  -0.240
C -3.5173 -2.8166 0.8165  -0.080
H -1.6126 9.3929 1.2369  0.094
C 0.7342 -1.9309 0.5708  -0.376
C -4.9296 0.1916 -1.1507  -0.180
H 7.3474 3.5565 -0.5101  0.093
C -2.5988 0.0865 -1.9661  -0.234
H 0.9201 6.5462 0.8279  0.101
C -2.5177 8.8279 -0.6159  -0.709
C 2.2073 -3.1247 -6.0937  -0.708
H 1.1109 2.8985 4.3534  0.103
H 3.6107 2.7759 2.6101  0.117
C 1.2291 -4.9168 4.7424  -0.093
H -1.0414 7.1002 1.8645  0.119
C 1.3579 0.9012 5.0827  -0.083
H -1.4999 -2.0104 -4.2549  0.103
H 3.0432 -3.9046 4.2099  0.094
I -9.3844 -1.8099 -0.7171  0.822
C 6.5278 3.3838 0.1688  -0.143
C -6.9484 -0.6710 -2.1577  -0.144
H 2.6748 -6.4865 1.0341  0.102
C -1.3560 4.8339 0.2293  -0.054
C 1.0452 5.4934 0.6711  0.014
C 0.3490 0.0883 2.6199  -0.380